(i)
The following is a DFT calculation (ωB97M-V with the def2-TZVPD basis set) of a 8-piece molecular cluster, C16H32Br16 overall.

```
64
Properties=species:S:1:pos:R:3
Br -2.63513 -4.93943 -4.54750
C -2.52672 -4.80138 -2.60117
C -1.09718 -4.42321 -2.19388
Br -1.16823 -3.89908 -0.32114
H -2.88654 -5.70472 -2.12167
H -3.19707 -3.98732 -2.35387
H -0.81861 -3.56989 -2.80708
H -0.37313 -5.21513 -2.32254
Br -3.25059 -0.35964 -2.79339
C -4.51652 0.27751 -1.45886
C -5.91203 -0.00377 -1.94681
Br -6.44101 1.23722 -3.32733
H -4.37460 1.33961 -1.29662
H -4.36190 -0.25442 -0.51501
H -6.56884 0.12697 -1.08927
H -5.98652 -1.01815 -2.31545
Br 0.26314 0.83425 -4.10091
C 0.42070 -1.06532 -3.85513
C 1.53806 -1.58718 -4.68280
Br 1.38469 -3.52911 -4.75877
H -0.52672 -1.53087 -4.10530
H 0.62808 -1.31295 -2.81834
H 2.49537 -1.29234 -4.27617
H 1.45522 -1.26236 -5.71177
Br 1.74499 0.36848 0.23761
C 0.15771 -0.70624 0.54748
C -0.95477 0.14931 1.01337
Br -2.57926 -0.87996 1.27041
H 0.36985 -1.57225 1.17597
H -0.03630 -1.20496 -0.39735
H -1.15626 0.93006 0.28244
H -0.76237 0.62763 1.96580
Br -0.16032 -2.14942 4.31979
C 1.31430 -3.27988 3.77336
C 1.19372 -4.67809 4.34794
Br -0.01976 -5.76675 3.29614
H 2.19961 -2.84114 4.23167
H 1.38178 -3.30858 2.69621
H 0.94010 -4.67607 5.40168
H 2.16234 -5.16953 4.25948
Br 5.89331 4.68363 -2.51779
C 4.85798 3.52758 -1.34668
C 4.06905 2.51451 -2.11172
Br 5.19332 1.00029 -2.60262
H 4.21202 4.20183 -0.78786
H 5.53272 3.07178 -0.63022
H 3.60523 2.93132 -2.99826
H 3.26138 2.10280 -1.50762
Br -3.14449 6.44283 0.72520
C -2.10468 5.21235 1.80613
C -2.16229 3.78981 1.31476
Br -3.90890 2.99491 1.65857
H -2.56996 5.29619 2.78774
H -1.10223 5.61409 1.91779
H -1.43923 3.16545 1.82944
H -2.01398 3.74100 0.24027
Br 3.96192 0.46158 3.93770
C 3.76562 2.37096 3.72487
C 2.51391 2.90956 4.37453
Br 0.91500 2.04590 3.66510
H 3.76218 2.56001 2.65460
H 4.63212 2.87446 4.14570
H 2.40844 3.97040 4.20287
H 2.52227 2.61487 5.41631
```

The calculation puts the frontier orbital gap at 9.9141 eV. For the highest occupied orbital energy, the calculation gives -0.3681 Eh. As for the structure (SMILES): BrCCBr.BrCCBr.BrCCBr.BrCCBr.BrCCBr.BrCCBr.BrCCBr.BrCCBr.

Löwdin population analysis, charges in e, atoms 1 to 2:
1. Br 0.606
2. C -0.696

***

(ii)
The following is a DFT calculation (ωB97M-V with the def2-TZVPD basis set) of a 8-piece molecular cluster, C16H32Br16 overall.

```
64
Properties=species:S:1:pos:R:3
Br -1.97175 2.33243 -3.39180
C -3.01774 3.50471 -4.51221
C -3.03040 3.09888 -5.98403
Br -1.33101 3.32074 -6.83778
H -2.53580 4.46091 -4.35247
H -4.01612 3.55906 -4.08661
H -3.69891 3.75397 -6.53137
H -3.31404 2.06909 -6.12676
Br -1.55520 2.62988 5.84095
C 0.14292 3.26462 5.07885
C 0.02096 3.34539 3.53659
Br 1.71504 4.14061 2.89253
H 0.91180 2.63257 5.47101
H 0.21753 4.25403 5.50713
H -0.73502 4.03767 3.22455
H 0.01512 2.40831 3.01530
Br 1.05693 7.47769 0.66610
C -0.30559 6.22916 0.17930
C -1.24703 6.92725 -0.71758
Br -2.46652 5.72041 -1.50860
H -0.77503 5.86262 1.07472
H 0.16216 5.41770 -0.35365
H -0.67939 7.46639 -1.48043
H -1.78811 7.71984 -0.20121
Br 1.37806 -2.21427 7.02150
C 0.90991 -1.79940 5.20164
C -0.31269 -0.90814 5.19513
Br -0.79979 -0.48058 3.34303
H 0.69856 -2.76439 4.74354
H 1.76309 -1.37462 4.70715
H -0.09832 0.03485 5.67534
H -1.14555 -1.39256 5.66053
Br 0.76660 2.30006 0.02490
C 0.00273 0.55000 0.01869
C 1.02365 -0.37785 0.38817
Br 0.41570 -2.11151 -0.16273
H -0.36540 0.31893 -0.95981
H -0.78480 0.58367 0.75437
H 1.21568 -0.44276 1.43982
H 1.92889 -0.16796 -0.16318
Br 6.08074 -4.91977 -1.47187
C 4.37876 -4.76257 -0.62062
C 3.56446 -3.76188 -1.23984
Br 2.90904 -4.44837 -2.92934
H 4.53934 -4.50252 0.42915
H 3.87853 -5.71946 -0.62417
H 4.15404 -2.88283 -1.44688
H 2.69855 -3.51792 -0.64360
Br -3.13896 -6.15994 1.91849
C -1.41866 -6.63405 1.20396
C -0.51918 -5.48110 1.26701
Br 1.29242 -6.08186 0.84089
H -1.60671 -6.94253 0.19054
H -1.04696 -7.46794 1.77369
H -0.44356 -5.05827 2.25721
H -0.79406 -4.68592 0.59040
Br 1.37527 -0.50169 -3.36913
C -0.14346 -1.64482 -3.63159
C -0.63231 -1.44783 -5.04261
Br -1.95879 -2.73328 -5.46650
H -0.91046 -1.39476 -2.91166
H 0.19211 -2.66160 -3.45158
H 0.18286 -1.54538 -5.74808
H -1.00414 -0.43111 -5.16449
```

The calculation puts the frontier orbital gap at 10.1021 eV. For the highest occupied orbital energy, the calculation gives -0.3655 Eh. As for the structure (SMILES): BrCCBr.BrCCBr.BrCCBr.BrCCBr.BrCCBr.BrCCBr.BrCCBr.BrCCBr.

Löwdin population analysis, charges in e, atoms 1 to 2:
1. Br 0.597
2. C -0.712

***

Most stable pick: (i). Distance to second place: 0.0024 hartree.

***

(i)
The following is a DFT calculation (ωB97M-V with the def2-TZVPD basis set) of one molecule with the formula C2H4N6.

```
12
Properties=species:S:1:pos:R:3
H 2.35658 0.65740 -2.27872
N 1.26153 0.90519 -2.61717
C 0.05193 0.83243 -1.98785
N -0.16354 0.02611 -0.80482
N 1.00592 -0.58972 -0.42677
N 0.75050 -0.85860 0.88037
C -0.49094 -0.42007 1.19626
N -0.97634 -0.70841 2.44595
N -1.07137 0.31913 0.28596
H -0.90146 1.33986 -2.44492
H -1.77039 -0.23018 2.73769
H -0.05243 -1.27313 3.01401
```

The calculation puts the frontier orbital gap at 8.9676 eV. For the highest occupied orbital energy, the calculation gives -0.3436 Eh. As for the structure (SMILES): [H]/N=C\n1nnc(N)n1.

Löwdin population analysis, charges in e, atoms 1 to 2:
1. H 0.133
2. N 0.016

***

(ii)
The following is a DFT calculation (ωB97M-V with the def2-TZVPD basis set) of C2H4N6 as an isolated structure.

```
12
Properties=species:S:1:pos:R:3
C 0.33737 -1.00498 -0.08150
C 0.10705 1.16401 0.35132
H 2.19088 -1.88285 0.34974
H 1.04698 -3.33886 -0.23517
H 1.62417 2.43310 0.44703
H -1.31433 -1.96601 -0.91405
N 1.26662 -2.03380 -0.00140
N 0.82844 0.06359 0.60525
N 0.53916 2.42721 0.46072
N -1.14036 1.10434 -0.14698
N -1.55198 0.03982 -0.60884
N -0.82962 -1.05824 -0.48968
```

The calculation puts the frontier orbital gap at 8.2052 eV. For the highest occupied orbital energy, the calculation gives -0.3086 Eh.

Löwdin population analysis, charges in e, atoms 1 to 2:
1. C -0.499
2. C -0.591

***

(iii)
The following is a DFT calculation (ωB97M-V with the def2-TZVPD basis set) of one molecule with the formula C2H4N6.

```
12
Properties=species:S:1:pos:R:3
H -0.65529 -2.03930 -0.73293
N -0.33865 -1.36049 -1.51660
C 0.18357 -0.34143 -0.91433
N 1.02462 0.63317 -1.58181
N 1.11084 1.80458 -0.94461
C 0.71237 1.83648 0.35558
N 0.06082 0.96718 1.04143
N -0.13621 -0.15890 0.46014
N -1.01037 -0.90438 1.08547
H 0.96990 2.74208 0.82426
H -0.32968 -1.65716 1.64065
H -1.59192 -1.52184 0.28275
```

The calculation puts the frontier orbital gap at 7.7779 eV. For the highest occupied orbital energy, the calculation gives -0.3354 Eh. As for the structure (SMILES): [H]/N=c1/nncnn1N.

Löwdin population analysis, charges in e, atoms 1 to 2:
1. H 0.040
2. N 0.087

***

Most stable pick: (i). Distance to second place: 0.0059 hartree.

***

(i)
The following is a DFT calculation (ωB97M-V with the def2-TZVPD basis set) of H2N2O3S as an isolated structure.

```
8
Properties=species:S:1:pos:R:3
N -0.22732 -0.19426 0.32658
N -0.37155 -0.87201 1.52446
O 0.29833 -0.47625 2.44962
O -0.77925 -3.07901 -0.11125
O -2.66803 -1.54966 0.20105
S -1.74536 -2.51267 0.84029
H 0.27265 0.64335 0.55832
H -1.05905 -0.44644 -0.20518
```

The calculation puts the frontier orbital gap at 9.9390 eV. For the highest occupied orbital energy, the calculation gives -0.3853 Eh.

Löwdin population analysis, charges in e, atoms 1 to 2:
1. N 0.121
2. N -0.262

***

(ii)
The following is a DFT calculation (ωB97M-V with the def2-TZVPD basis set) of a 2-piece molecular cluster, H2N2O3S overall.

```
8
Properties=species:S:1:pos:R:3
N -0.21043 1.09218 -2.10921
N -0.60526 -0.89589 0.93972
O 0.41101 0.25079 -2.59350
O 1.69882 -0.15970 0.20674
O 0.33514 1.37332 1.68023
S 0.45152 0.40706 0.55574
H -1.48284 -0.65009 1.26488
H -0.59796 -1.41766 0.05541
```

The calculation puts the frontier orbital gap (spin up / spin down) at 8.9039 / 7.5160 eV. For the highest occupied orbital energy (spin up / spin down), the calculation gives -0.3498 / -0.3438 Eh.

Löwdin population analysis, charges in e, atoms 1 to 2:
1. N 0.073
2. N -0.086

***

Most stable pick: (i). Distance to second place: 0.0332 hartree.